17
Properties=species:S:1:pos:R:3:forces:R:3 method="wB97M-V/def2-TZVPD" largest_force_ev_per_a=0.14 orbital_gap_ev=12.789 e_tot_ev=-13623.916 homo_ev=-16.1 charge=+1
C -0.8094 1.5745 -0.5526 0.1132 -0.0040 0.0780
C 0.3026 0.6277 -1.0258 0.0363 0.0242 -0.0060
C 0.6462 -0.5203 -0.0599 0.0880 0.0468 0.0631
C 1.0726 -0.0637 1.3357 0.0114 0.0840 0.0334
P -0.7565 -1.6466 0.0386 0.0749 -0.0161 -0.0518
H -1.4524 1.8609 -1.3808 -0.0160 0.0409 0.0050
H -0.3921 2.4842 -0.1265 -0.0252 0.0124 0.0225
H -1.4419 1.1395 0.2257 -0.0568 -0.0153 -0.0637
H 1.2343 1.1796 -1.1523 -0.0068 0.0298 -0.0818
H 0.0655 0.2119 -2.0069 0.0042 -0.0200 -0.0060
H 1.4476 -1.1226 -0.4982 -0.0308 -0.0697 -0.0474
H 1.9712 0.5432 1.2275 -0.0061 0.0105 0.0374
H 1.3130 -0.8942 1.9982 0.0083 -0.0465 -0.0116
H 0.3100 0.5507 1.8130 -0.0255 0.0127 -0.0054
H -1.1913 -1.9961 -1.2352 -0.1016 -0.0659 -0.0689
H -0.4743 -2.8384 0.7012 0.0438 -0.0329 0.0556
H -1.8451 -1.0901 0.6985 -0.1114 0.0091 0.0476